# 1
{
  "formula": "C3H11O4S",
  "method": "ωB97M-V/def2-TZVPD",
  "total_energy_ev": -22314.8150,
  "orbital_gap_ev": 5.78,
  "fmax_ev_per_a": 1.6,
  "e_homo_ev": -2.9,
  "e_above_lowest_ev": 1.712,
  "total_charge": -1,
  "symbols": ["H", "O", "C", "H", "C", "H", "O", "H", "H", "H", "O", "H", "S", "H", "H", "H", "H", "C", "O"],
  "coordinates": [[3.0713, -0.3781, 2.2313], [-0.8338, -0.9611, 1.3442], [-0.1728, 0.0146, 1.0746], [2.2997, -1.7736, 2.1277], [0.7653, 0.1043, -0.1186], [0.0091, 1.5013, -1.6047], [2.5792, -1.0502, 2.7079], [-0.3071, 3.1033, 3.2733], [-2.7108, -0.8144, -2.5578], [1.4881, 0.9197, 0.0632], [-3.3550, -1.1596, -1.9277], [0.8574, 2.2903, 4.1159], [0.2831, -0.3853, -3.1043], [1.3992, -0.7781, -0.3352], [-1.0716, 0.3109, -1.2873], [-3.0118, -2.0546, -1.8231], [-0.2857, 0.8828, 1.7623], [-0.0254, 0.4235, -1.4195], [0.5000, 3.1151, 3.7854]],
  "mulliken_charge": [0.319, -0.493, 0.265, 0.320, -0.177, 0.245, -0.654, 0.315, 0.297, 0.250, -0.675, 0.328, -0.642, 0.162, 0.185, 0.318, 0.067, -0.778, -0.654]
}



# 2
{
  "formula": "C3H11O5S",
  "method": "ωB97M-V/def2-TZVPD",
  "total_energy_ev": -24365.3369,
  "orbital_gap_ev": 8.49,
  "fmax_ev_per_a": 0.5,
  "e_homo_ev": -5.3,
  "e_above_lowest_ev": 0.000,
  "total_charge": -1,
  "symbols": ["C", "H", "H", "C", "H", "C", "O", "O", "H", "O", "H", "S", "H", "H", "O", "O", "H", "H", "H", "H"],
  "coordinates": [[-0.4527, 0.8649, 0.8210], [-0.3347, 1.9043, 1.1209], [-2.5315, 0.9092, 1.3863], [-1.9211, 0.5846, 0.5494], [-1.3763, 1.5065, -1.5984], [0.0451, -0.0462, 1.9664], [2.2325, -0.8675, -0.6788], [-0.0838, -2.6730, -0.4000], [1.7861, -1.6591, -1.0143], [1.5236, 1.2705, -2.3068], [0.1749, -2.1605, 0.4059], [-2.5357, 1.4759, -0.9341], [2.1183, 1.9589, -1.9939], [-2.0899, -0.4744, 0.3806], [-0.3395, 0.2223, 3.1066], [0.7779, -1.0346, 1.6154], [-0.7412, -2.1109, -0.8209], [1.7573, 0.4810, -1.7613], [0.1353, 0.6735, -0.0719], [1.8555, -0.8255, 0.2277]],
  "mulliken_charge": [0.105, 0.347, 0.354, -0.647, 0.113, 0.355, -0.770, -0.721, 0.388, -0.683, 0.432, -0.293, 0.293, 0.310, -0.718, -0.932, 0.303, 0.385, -0.051, 0.430]
}



# 3
{
  "formula": "C3H11P3",
  "method": "ωB97M-V/def2-TZVPD",
  "total_energy_ev": -31152.9043,
  "orbital_gap_ev": 9.68,
  "fmax_ev_per_a": 4.7,
  "e_homo_ev": -9.0,
  "e_above_lowest_ev": 1.139,
  "smiles": "P[PH]#[PH2].C=CC",
  "symbols": ["P", "H", "H", "H", "C", "H", "P", "C", "H", "P", "H", "H", "C", "H", "H", "H", "H"],
  "coordinates": [[-3.0837, 0.6235, 0.3069], [2.4037, -1.2561, 0.2401], [-0.8977, -0.0078, -0.9500], [2.2629, 0.5949, 2.7294], [2.2066, 0.6754, 0.5953], [1.8263, 1.8056, 0.4977], [-1.8680, -0.9147, -0.4806], [1.8701, -0.3865, -0.0567], [-2.3277, 0.1011, -2.8309], [-2.3730, -1.3173, -2.5411], [3.6860, 1.3719, 1.9476], [-3.7914, -0.3590, 1.0182], [2.9883, 0.5891, 1.8628], [1.3067, -0.3596, -1.0282], [-3.7987, -1.3007, -2.5738], [-4.0351, 0.4669, -0.6892], [3.6247, -0.3267, 1.9526]],
  "mulliken_charge": [-0.099, 0.224, -0.029, 0.214, 0.160, 0.193, 0.039, -0.685, 0.057, -0.123, 0.347, 0.063, -1.056, 0.292, 0.057, 0.034, 0.313]
}



# 4
{
  "formula": "C3H12BNPPdS",
  "method": "ωB97M-V/def2-TZVPD",
  "total_energy_ev": -29064.7336,
  "orbital_gap_ev": 3.27,
  "fmax_ev_per_a": 1.9,
  "e_homo_ev": -10.6,
  "total_charge": 1,
  "symbols": ["H", "C", "H", "H", "H", "Pd", "P", "S", "H", "H", "H", "H", "C", "H", "H", "B", "H", "C", "N", "H"],
  "coordinates": [[0.2147, -2.2549, 0.4491], [1.9625, 0.0173, -0.1645], [2.9452, 0.4683, 0.0863], [0.5095, 1.2621, -1.1982], [0.1403, 0.6339, 1.7985], [4.1510, -1.1089, -0.6071], [-1.0836, -1.8180, 0.1780], [-2.3659, -1.9443, 1.6688], [-2.1583, 1.4720, -1.0996], [-1.9312, -0.0073, -1.7992], [-1.5496, -2.4137, -1.0033], [1.7596, -0.7465, 0.5849], [0.9038, 1.1411, -0.1897], [-0.6652, 1.9575, 1.0264], [-2.3870, 0.1744, 1.2293], [-1.5037, 0.0497, 0.2651], [2.0473, -0.4161, -1.1729], [-0.2204, 0.9803, 0.8296], [-2.1689, 0.4703, -0.9388], [1.3998, 2.0828, 0.0574]],
  "mulliken_charge": [0.138, -1.435, 0.357, 0.293, 0.392, -0.061, 0.195, -0.049, 0.277, 0.261, 0.152, 0.597, -0.238, 0.332, 0.111, 0.218, 0.398, -0.854, -0.440, 0.355]
}



# 5
{
  "formula": "C3H12BrMnO3",
  "method": "ωB97M-V/def2-TZVPD",
  "total_energy_ev": -110808.0291,
  "orbital_gap_ev": [7.98, 8.52],
  "fmax_ev_per_a": 2.3,
  "e_homo_ev": [-8.5, -10.1],
  "spin_multiplicity": 7,
  "symbols": ["O", "H", "O", "H", "H", "Mn", "C", "H", "Br", "C", "C", "H", "H", "H", "H", "O", "H", "H", "H", "H"],
  "coordinates": [[-1.0297, 2.9993, -2.5973], [-0.8402, 0.2537, 3.5735], [1.1715, -0.0464, 3.3120], [0.3869, -0.8555, -1.1825], [-0.5932, -2.3453, 0.3312], [3.5459, 2.7332, 0.4222], [-0.3422, -2.6768, -0.6764], [1.6486, -0.0261, 2.4792], [2.1352, 0.6906, -0.1543], [-0.1367, -0.3117, 2.9623], [-1.0782, 1.6592, -2.0257], [-1.8043, 0.9526, -2.4274], [-1.3405, 1.8856, -0.9922], [-1.2847, -3.1815, -0.8883], [0.3757, -3.4966, -0.6544], [-0.1085, -1.5649, -1.5984], [-0.3186, -1.3774, 2.8235], [-0.0588, 1.2759, -2.0721], [-0.1539, 3.3912, -2.5662], [-0.1741, 0.0407, 1.9315]],
  "mulliken_charge": [-0.558, 0.260, -0.464, 0.184, 0.061, 0.341, -0.436, 0.272, -0.336, -0.168, -0.228, 0.264, 0.230, 0.283, 0.290, -0.432, 0.205, 0.037, 0.281, -0.086]
}



# 6
{
  "formula": "C3H12CsN6O3",
  "method": "ωB97M-V/def2-TZVPD",
  "total_energy_ev": -18923.7816,
  "orbital_gap_ev": 7.75,
  "fmax_ev_per_a": 11.1,
  "e_homo_ev": -10.4,
  "e_above_lowest_ev": 12.479,
  "total_charge": 1,
  "symbols": ["O", "H", "N", "N", "C", "H", "C", "H", "N", "H", "H", "H", "C", "N", "O", "N", "H", "Cs", "H", "N", "H", "H", "O", "H", "H"],
  "coordinates": [[1.1099, -0.2417, 2.0816], [2.1117, 0.3901, -1.2385], [-3.1141, 0.0839, -1.3159], [-0.0325, 1.7880, -2.8012], [-2.8397, -0.8286, -0.3991], [-1.0312, 1.9097, -2.7127], [2.1812, -0.4402, 2.5827], [4.1779, -0.0864, 2.6199], [-3.9141, -1.5564, -0.2500], [-2.3247, 0.6669, -1.5550], [3.2645, -1.5320, 3.8514], [-4.0362, 0.0095, -1.7211], [0.4930, 1.3083, -1.6918], [2.4541, -0.9379, 3.7502], [-1.7437, -1.0622, 0.0147], [1.6187, 0.8461, -1.9929], [1.8428, 0.9037, -2.9761], [-0.4311, 0.2193, 0.9907], [0.5273, 1.9551, -3.6250], [3.3068, -0.0345, 2.1115], [1.5808, -1.2626, 4.1402], [3.3838, 0.0336, 1.1067], [-0.0641, 1.4050, -0.6077], [-4.7434, -1.1256, -0.6330], [-3.7777, -2.4112, 0.2704]],
  "mulliken_charge": [-0.661, 0.195, -0.342, -0.400, 0.960, 0.219, 0.890, 0.217, -0.435, 0.098, 0.237, 0.137, 0.923, -0.507, -0.735, -0.348, 0.143, 0.473, 0.174, -0.337, 0.250, 0.177, -0.739, 0.166, 0.244]
}



# 7
{
  "formula": "C3H12N",
  "method": "ωB97M-V/def2-TZVPD",
  "total_energy_ev": -4788.6534,
  "orbital_gap_ev": 10.88,
  "fmax_ev_per_a": 1.6,
  "e_homo_ev": -15.2,
  "e_above_lowest_ev": 0.482,
  "total_charge": 1,
  "symbols": ["H", "H", "H", "C", "N", "H", "H", "H", "H", "C", "H", "H", "C", "H", "H", "H"],
  "coordinates": [[-0.5262, 0.5642, -2.0694], [-0.2990, -0.0405, 0.9282], [-1.7810, 1.8848, 0.5340], [-0.0346, 0.6282, -1.1062], [2.1829, -1.2027, 0.7046], [-2.7616, 0.5093, 1.0554], [-1.2271, -1.0049, -0.2103], [1.5949, -1.0221, -0.1196], [0.8759, 0.0559, -1.3653], [-2.1206, 0.8694, 0.2592], [1.7726, -0.8845, 1.5813], [-2.6196, 1.0606, -0.6807], [-0.8797, 0.0057, -0.0081], [2.3588, -2.2163, 0.7032], [0.3531, 1.5831, -0.7838], [3.1113, -0.7902, 0.5775]],
  "mulliken_charge": [0.360, 0.138, 0.342, -1.166, -0.402, 0.348, 0.323, 0.182, 0.346, -1.332, 0.393, 0.359, -0.028, 0.407, 0.326, 0.405]
}



# 8
{
  "formula": "C3H12N2",
  "method": "ωB97M-V/def2-TZVPD",
  "total_energy_ev": -6284.1913,
  "orbital_gap_ev": 9.88,
  "fmax_ev_per_a": 5.0,
  "e_homo_ev": -8.8,
  "e_above_lowest_ev": 1.403,
  "smiles": "CCN.CN",
  "symbols": ["H", "H", "H", "H", "H", "N", "N", "H", "H", "H", "H", "H", "C", "H", "C", "C", "H"],
  "coordinates": [[-0.6792, 0.9974, -0.6131], [-0.8221, 0.0025, 1.8879], [0.7730, 0.5922, 1.2096], [2.0716, -2.3294, -2.0733], [-2.0585, 1.3045, 0.2499], [0.3377, -1.1580, -2.0479], [-0.2933, 1.8567, 2.7075], [0.2887, -0.8288, -3.0606], [1.1206, -2.7503, -0.7106], [0.5793, -3.4057, -2.2524], [-0.8303, 2.6497, 0.1064], [0.9627, -0.5530, -1.7144], [-1.0193, 1.5471, 0.2215], [-1.1373, 2.3063, 2.7955], [-0.2328, 0.9297, 1.5083], [1.0168, -2.5112, -1.7913], [-0.0776, 1.3504, 3.5769]],
  "mulliken_charge": [0.190, 0.205, 0.235, 0.269, 0.305, -0.537, -0.638, 0.219, 0.239, 0.278, 0.308, 0.213, -0.895, 0.197, -0.117, -0.684, 0.211]
}



# 9
{
  "formula": "C3H12N2",
  "method": "ωB97M-V/def2-TZVPD",
  "total_energy_ev": -6274.4784,
  "orbital_gap_ev": [3.05, 12.71],
  "fmax_ev_per_a": 4.2,
  "e_homo_ev": [-7.0, -16.7],
  "e_above_lowest_ev": 2.420,
  "spin_multiplicity": 2,
  "total_charge": 1,
  "symbols": ["H", "H", "C", "C", "N", "H", "H", "H", "H", "H", "H", "N", "H", "H", "H", "C", "H"],
  "coordinates": [[1.3564, 2.4459, 1.1763], [-0.7415, -3.2277, -0.6344], [-0.0258, -0.0997, 0.3944], [-0.6302, -1.1019, -0.5838], [0.4873, 2.3431, 0.7565], [-0.9967, 1.6014, -0.6136], [0.8645, 1.3099, -1.2396], [0.9526, -0.3948, 0.6356], [0.2127, 3.2730, 0.5024], [0.9161, -2.4113, -0.9286], [-1.7516, -1.0387, -0.3533], [0.0192, -2.4368, -0.4317], [-0.1289, 2.1917, 1.6105], [-0.6797, -0.0233, 1.3200], [-0.4036, -0.8060, -1.6578], [0.0904, 1.2557, -0.2741], [0.2475, -2.5890, 0.6899]],
  "mulliken_charge": [0.312, 0.573, -0.833, -0.968, -0.315, 0.302, 0.355, 0.290, 0.365, 0.805, 0.311, -1.022, 0.399, 0.282, 0.321, -0.586, 0.410]
}



# 10
{
  "formula": "C3H12N2O",
  "method": "ωB97M-V/def2-TZVPD",
  "total_energy_ev": -8332.9310,
  "orbital_gap_ev": 9.85,
  "fmax_ev_per_a": 0.9,
  "e_homo_ev": -9.0,
  "e_above_lowest_ev": 0.391,
  "smiles": "NCCCN.O",
  "symbols": ["H", "H", "H", "O", "H", "C", "H", "C", "H", "H", "H", "H", "H", "C", "N", "N", "H", "H"],
  "coordinates": [[0.7634, 0.6632, 2.1330], [-1.7910, -0.8368, 0.4127], [-1.2951, 1.5237, 0.0739], [2.5859, -2.4635, -3.0820], [2.2676, -2.4994, -2.1667], [-0.2950, 0.9103, 1.9812], [-0.1647, 2.3734, 3.4171], [-0.8169, -0.5671, -0.0072], [-1.3775, 0.0745, -1.8836], [3.0194, -1.6056, -3.1344], [-0.0779, -1.2693, 0.3943], [0.4213, 1.1394, -0.0268], [-0.8326, 0.0854, 2.4532], [-0.5206, 0.8503, 0.4574], [-0.6558, 2.1795, 2.5643], [-0.7829, -0.6243, -1.4627], [-1.0864, -1.5135, -1.8322], [-0.7339, 2.9539, 1.9351]],
  "mulliken_charge": [0.233, 0.303, 0.390, -0.641, 0.316, -0.313, 0.199, -0.532, 0.196, 0.318, 0.315, 0.271, 0.251, -0.610, -0.543, -0.545, 0.212, 0.179]
}



# 11
{
  "formula": "C3H12N2O",
  "method": "ωB97M-V/def2-TZVPD",
  "total_energy_ev": -8332.3387,
  "orbital_gap_ev": 9.69,
  "fmax_ev_per_a": 2.5,
  "e_homo_ev": -8.9,
  "e_above_lowest_ev": 0.983,
  "smiles": "CNCCN.O",
  "symbols": ["H", "H", "C", "H", "N", "H", "N", "C", "H", "H", "O", "H", "H", "H", "C", "H", "H", "H"],
  "coordinates": [[1.2971, 1.7277, 1.9902], [-1.6474, -2.4840, -1.1839], [1.1444, 1.1708, 1.0652], [-0.5965, 0.7650, 1.9610], [0.0629, 0.1618, 1.4709], [0.7649, 1.7074, 0.1927], [-2.2666, -2.0090, -0.5415], [-0.5946, -0.3140, 0.2148], [-2.2441, -0.9818, 1.3282], [-0.8995, -2.1879, 1.0657], [2.4082, 1.4004, -2.4249], [2.9251, 1.4113, -1.6284], [2.8219, 1.9431, -3.1026], [2.1215, 0.7677, 0.8420], [-1.5663, -1.4452, 0.6144], [-2.7019, -1.2620, -1.0706], [0.2101, -0.7219, -0.4044], [-1.2392, 0.3505, -0.3887]],
  "mulliken_charge": [0.347, 0.259, -0.777, 0.253, -0.449, 0.319, -0.613, -0.551, 0.315, 0.355, -0.624, 0.318, 0.309, 0.194, -0.571, 0.241, 0.325, 0.349]
}



# 12
{
  "formula": "C3H12N2O",
  "method": "ωB97M-V/def2-TZVPD",
  "total_energy_ev": -8332.4825,
  "orbital_gap_ev": 9.99,
  "fmax_ev_per_a": 1.5,
  "e_homo_ev": -9.3,
  "e_above_lowest_ev": 0.840,
  "smiles": "CCO.NCN",
  "symbols": ["C", "H", "H", "H", "H", "H", "H", "N", "H", "C", "N", "H", "C", "H", "H", "H", "O", "H"],
  "coordinates": [[1.2135, 1.2677, 0.0934], [-1.2063, -0.2571, -2.0156], [-0.8824, -0.3683, 0.1297], [0.2960, 1.0985, -0.4819], [1.1516, 2.6130, 1.8142], [-1.7746, -3.0960, 0.0973], [-0.2629, 1.4845, 1.6824], [-1.7344, -2.1561, 0.4680], [2.4176, 2.0163, -1.2661], [-0.8194, -1.3611, -0.3114], [-1.1652, -1.2242, -1.7263], [1.6785, 0.2765, 0.0901], [0.8018, 1.6233, 1.5197], [-0.5154, -1.6967, -2.3401], [1.3105, 0.9788, 2.2461], [0.1980, -1.7082, -0.1472], [1.9581, 2.3196, -0.4807], [-2.6654, -1.8107, 0.6285]],
  "mulliken_charge": [0.071, 0.264, 0.000, 0.002, 0.344, 0.205, 0.278, -0.508, 0.296, 0.016, -0.625, 0.260, -0.949, 0.233, 0.237, 0.190, -0.544, 0.230]
}



# 13
{
  "formula": "C3H12N2O",
  "method": "ωB97M-V/def2-TZVPD",
  "total_energy_ev": -8331.4359,
  "orbital_gap_ev": 10.23,
  "fmax_ev_per_a": 4.9,
  "e_homo_ev": -9.6,
  "e_above_lowest_ev": 1.886,
  "smiles": "NCCCN.O",
  "symbols": ["C", "H", "H", "H", "H", "H", "C", "H", "C", "O", "N", "H", "H", "H", "H", "H", "H", "N"],
  "coordinates": [[0.2335, -0.2449, 1.9802], [1.4679, -1.1045, 0.2837], [-0.7856, -1.9394, 2.6429], [0.9225, 0.3055, 2.6014], [-3.4429, -0.7772, -4.0221], [0.5870, 1.8269, 0.6137], [1.2190, 1.0557, 0.1320], [-0.0174, 1.4549, -1.5066], [0.6555, -0.3433, 0.5582], [-2.8724, -0.0086, -3.9411], [0.1504, -1.6253, 2.6689], [-0.1352, -0.7305, -0.0165], [-2.3520, -0.2667, -3.2113], [1.3130, 2.0544, -1.4046], [2.2481, 1.1921, 0.2698], [0.6434, -2.1860, 1.8854], [-0.8321, 0.2531, 1.8365], [0.9972, 1.0837, -1.3703]],
  "mulliken_charge": [-0.387, 0.315, 0.262, 0.323, 0.324, 0.350, -0.620, 0.228, -0.576, -0.617, -0.678, 0.318, 0.290, 0.270, 0.350, 0.273, 0.228, -0.654]
}